Computed, not measured: a molecular structure, C11H17IrNO, with the ωB97M-V functional and the def2-TZVPD basis.

The geometry in XYZ format:
```
31
Properties=species:S:1:pos:R:3:nbo_charge:R:1
C 0.165 -1.328 -1.935 -0.311
C -1.137 -1.344 -1.361 -0.250
C -1.023 -1.740 -0.034 -0.260
C 0.335 -1.999 0.253 -0.238
C 1.090 -1.789 -0.926 -0.349
Ir 0.767 0.206 -0.335 0.840
C -0.912 1.989 -0.916 -0.759
C -0.605 2.980 -1.895 0.058
C 0.546 2.892 -2.502 -0.546
N 2.633 0.058 0.557 -0.386
H -1.851 -1.764 0.699 0.232
H -2.069 -1.050 -1.887 0.227
H 0.763 -2.333 1.215 0.245
H 2.170 -1.975 -1.063 0.253
H 0.399 -1.126 -2.996 0.238
H -1.754 1.436 -1.519 0.211
H 1.709 0.302 -1.762 -0.084
H -1.448 2.295 0.079 0.218
H 0.244 2.993 -3.517 0.179
H 1.527 2.633 -2.437 0.210
C 1.052 0.096 3.342 -0.631
C -0.293 -0.219 2.746 0.109
C -1.435 0.122 3.688 -0.613
O -0.387 0.474 1.506 -0.885
H 1.122 1.174 3.481 0.200
H 1.847 -0.191 2.659 0.231
H 1.255 -0.386 4.293 0.173
H -0.355 -1.319 2.600 0.107
H -1.448 1.190 3.877 0.199
H -2.396 -0.158 3.265 0.197
H -1.351 -0.394 4.650 0.184
```

Output
Strongest force on any atom in eV/A: 4.9
ΔE to the lowest compared entry with this formula, charge and spin in kJ/mol: 0.00
Frontier orbital gap (spin up / spin down) in hartree: 0.2216 / 0.2565
<S²>: 6.083
Multiplicity: 5
Net charge: -1
E_HOMO (spin up / spin down) in eV: -2.772 / -4.032